Here is a 3-piece molecular cluster, C13H33BrO9PS2 overall from the Open Molecules 2025 dataset. Energies are from ωB97M-V with the def2-TZVPD basis set.

Values from the calculation:
Multiplicity: 1
LUMO level in eV: 1.89
Net charge: -1
Largest force on an atom in eV/A: 0.4

Each atom is followed by the atoms it is bonded to, with distances in Å.
Cartesian coordinates (Å):
1 O 1.992 -0.629 -0.810  C2 1.427, H13 0.968
2 C 1.946 -2.043 -0.995  O1 1.427, C3 1.533, H14 1.093, H15 1.098
3 C 1.147 -2.534 -2.209  C2 1.533, P4 1.925, H16 1.094, H17 1.095
4 P 1.196 -1.486 -3.823  C3 1.925, C5 1.921, O9 1.784, O12 1.759, H18 1.439, H19 1.460
5 C 1.311 -0.406 -5.408  P4 1.921, C6 1.523, H20 1.099, H21 1.096
6 C 1.911 0.976 -5.184  C5 1.523, C7 1.530, H22 1.093, H23 1.092
7 C 2.103 1.761 -6.483  C6 1.530, Br8 1.968, H24 1.087, H25 1.087
8 Br 3.936 2.417 -6.770  C7 1.968
9 O -0.303 -2.265 -4.398  P4 1.784, C10 1.392
10 C -1.451 -1.525 -4.127  O9 1.392, C11 1.531, H26 1.099, H27 1.104
11 C -1.127 -0.597 -2.953  C10 1.531, O12 1.390, H28 1.098, H29 1.103
12 O 0.205 -0.226 -3.100  P4 1.759, C11 1.390
13 H 2.434 -0.253 -1.585  O1 0.968
14 H 1.496 -2.399 -0.065  C2 1.093
15 H 2.960 -2.466 -1.022  C2 1.098
16 H 0.117 -2.752 -1.911  C3 1.094
17 H 1.574 -3.492 -2.524  C3 1.095
18 H 1.932 -2.532 -4.484  P4 1.439
19 H 2.429 -0.855 -3.363  P4 1.460
20 H 1.930 -0.951 -6.135  C5 1.099
21 H 0.314 -0.295 -5.850  C5 1.096
22 H 2.868 0.883 -4.665  C6 1.093
23 H 1.252 1.542 -4.522  C6 1.092
24 H 1.906 1.148 -7.359  C7 1.087
25 H 1.494 2.660 -6.534  C7 1.087
26 H -2.293 -2.188 -3.880  C10 1.099
27 H -1.754 -0.929 -5.005  C10 1.104
28 H -1.765 0.297 -2.960  C11 1.098
29 H -1.293 -1.114 -1.994  C11 1.103
30 O -1.448 -3.295 2.185  S31 1.434
31 S -0.546 -2.218 2.469  O30 1.434, O32 1.429, O33 1.606, C36 1.752
32 O 0.837 -2.515 2.677  S31 1.429
33 O -1.107 -1.452 3.764  S31 1.606, C34 1.442
34 C -1.382 -2.262 4.926  O33 1.442, C35 1.514, H37 1.091, H38 1.090
35 C -0.127 -2.606 5.702  C34 1.514, H39 1.088, H40 1.092, H41 1.090
36 C -0.718 -0.908 1.317  S31 1.752, H42 1.086, H43 1.090, H44 1.087
37 H -1.925 -3.154 4.610  C34 1.091
38 H -2.054 -1.651 5.528  C34 1.090
39 H 0.518 -3.272 5.133  C35 1.088
40 H -0.404 -3.097 6.637  C35 1.092
41 H 0.436 -1.701 5.930  C35 1.090
42 H -1.772 -0.668 1.211  C36 1.086
43 H -0.299 -1.258 0.373  C36 1.090
44 H -0.147 -0.057 1.678  C36 1.087
45 O -0.003 1.758 3.956  S46 1.431
46 S -1.340 2.218 3.741  O45 1.431, O47 1.430, O48 1.591, C51 1.755
47 O -1.892 2.170 2.423  S46 1.430
48 O -1.466 3.696 4.317  S46 1.591, C49 1.453
49 C -0.441 4.641 3.906  O48 1.453, C50 1.512, H52 1.090, H53 1.088
50 C -0.664 5.162 2.504  C49 1.512, H54 1.088, H55 1.091, H56 1.090
51 C -2.443 1.428 4.854  S46 1.755, H57 1.086, H58 1.088, H59 1.087
52 H 0.532 4.160 4.012  C49 1.090
53 H -0.515 5.436 4.645  C49 1.088
54 H -0.526 4.379 1.760  C50 1.088
55 H 0.051 5.961 2.304  C50 1.091
56 H -1.673 5.560 2.400  C50 1.090
57 H -2.034 1.490 5.858  C51 1.086
58 H -2.501 0.395 4.516  C51 1.088
59 H -3.414 1.913 4.785  C51 1.087


Here is one molecule with the formula C2H5NS3 from the Open Molecules 2025 dataset. Energies are from ωB97M-V with the def2-TZVPD basis set.

Values from the calculation:
Multiplicity: 1
LUMO level in eV: 0.44
Energy above the lowest of the compared OMol25 structures with the same formula, charge and spin in eV: 0.113
Net charge: 0
Largest force on an atom in eV/A: 2.4

Each atom is followed by the atoms it is bonded to, with distances in Å.
Cartesian coordinates (Å):
1 C 0.544 -1.154 2.563  S2 1.809, H7 1.085, H8 1.088, H9 1.097
2 S 1.398 -0.576 1.076  C1 1.809, C3 1.869
3 C -0.015 0.046 0.023  S2 1.869, S4 1.643, N5 1.366
4 S -1.529 0.083 0.661  C3 1.643
5 N 0.479 0.375 -1.208  C3 1.366, S6 1.636, H10 1.029
6 S -0.416 0.816 -2.504  N5 1.636, H11 1.346
7 H 1.331 -1.599 3.163  C1 1.085
8 H 0.147 -0.326 3.146  C1 1.088
9 H -0.162 -1.947 2.287  C1 1.097
10 H 1.479 0.610 -1.150  N5 1.029
11 H -0.564 2.128 -2.240  S6 1.346


Here is a 2-piece molecular cluster, C5H11NO3 overall from the Open Molecules 2025 dataset. Energies are from ωB97M-V with the def2-TZVPD basis set.

Values from the calculation:
Multiplicity: 1
LUMO level in eV: 0.62
Energy above the lowest of the compared OMol25 structures with the same formula, charge and spin in eV: 3.083
Net charge: 0
Largest force on an atom in eV/A: 1.9

Each atom is followed by the atoms it is bonded to, with distances in Å.
Cartesian coordinates (Å):
1 C 1.445 -1.530 1.424  C2 1.504, H7 1.088, H8 1.086, H9 1.088
2 C 1.017 -0.145 1.025  C1 1.504, O3 1.218, N4 1.373
3 O 0.425 0.623 1.763  C2 1.218
4 N 1.245 0.202 -0.283  C2 1.373, C5 1.447, O6 1.398
5 C 1.183 1.568 -0.759  N4 1.447, H10 1.089, H11 1.092, H12 1.087
6 O 2.039 -0.636 -1.071  N4 1.398, H13 0.973
7 H 2.518 -1.632 1.274  C1 1.088
8 H 1.185 -1.698 2.466  C1 1.086
9 H 0.942 -2.280 0.815  C1 1.088
10 H 2.155 1.868 -1.146  C5 1.089
11 H 0.427 1.651 -1.543  C5 1.092
12 H 0.920 2.235 0.058  C5 1.087
13 H 1.479 -0.976 -1.789  O6 0.973
14 C -3.018 -0.294 -1.092  C15 1.329, H17 1.076, H18 1.074
15 C -2.168 -0.052 -0.099  C14 1.329, O16 1.388, H19 1.085
16 O -1.745 1.233 0.213  C15 1.388, H20 0.972
17 H -3.300 0.478 -1.786  C14 1.076
18 H -3.637 -1.172 -1.078  C14 1.074
19 H -2.019 -0.789 0.683  C15 1.085
20 H -1.092 1.347 0.924  O16 0.972


Here is a 2-piece molecular cluster, C30H37O8S2 overall from the Open Molecules 2025 dataset. Energies are from ωB97M-V with the def2-TZVPD basis set.

Values from the calculation:
Multiplicity: 1
LUMO level in eV: 1.27
Energy above the lowest of the compared OMol25 structures with the same formula, charge and spin in eV: 0.000
Net charge: -1
Largest force on an atom in eV/A: 2.6

Each atom is followed by the atoms it is bonded to, with distances in Å.
Cartesian coordinates (Å):
1 C 2.261 -2.566 0.288  C2 1.500, H19 1.091, H20 1.094, H21 1.093
2 C 1.090 -1.629 0.307  C1 1.500, O3 1.446, H22 1.102, H23 1.102
3 O 0.311 -2.022 1.460  C2 1.446, C4 1.348
4 C -0.748 -1.202 1.619  O3 1.348, C5 1.446, O18 1.232
5 C -1.565 -1.633 2.732  C4 1.446, C6 1.432, C17 1.499
6 C -2.890 -1.115 2.893  C5 1.432, O7 1.250, C8 1.526
7 O -3.708 -1.693 3.640  C6 1.250
8 C -3.401 0.103 2.128  C6 1.526, C9 1.524, H24 1.097, H25 1.093
9 C -4.003 -0.271 0.779  C8 1.524, C10 1.542, H26 1.101, H27 1.099
10 C -5.360 -1.003 0.798  C9 1.542, C11 1.541, H28 1.098, H29 1.101
11 C -5.392 -2.434 0.227  C10 1.541, C12 1.540, H30 1.101, H31 1.098
12 C -5.310 -3.589 1.243  C11 1.540, C13 1.536, H32 1.101, H33 1.102
13 C -4.342 -4.714 0.847  C12 1.536, C14 1.533, H34 1.097, H35 1.097
14 C -2.873 -4.458 1.201  C13 1.533, C15 1.534, H36 1.102, H37 1.101
15 C -2.521 -4.689 2.677  C14 1.534, C16 1.531, H38 1.099, H39 1.103
16 C -1.142 -4.175 3.096  C15 1.531, C17 1.543, H40 1.099, H41 1.099
17 C -1.079 -2.728 3.632  C5 1.499, C16 1.543, H42 1.099, H43 1.100
18 O -0.928 -0.263 0.842  C4 1.232
19 H 2.891 -2.316 -0.567  C1 1.091
20 H 2.830 -2.461 1.216  C1 1.094
21 H 1.919 -3.602 0.203  C1 1.093
22 H 1.412 -0.579 0.407  C2 1.102
23 H 0.476 -1.713 -0.605  C2 1.102
24 H -4.154 0.588 2.762  C8 1.097
25 H -2.562 0.777 1.941  C8 1.093
26 H -4.143 0.683 0.248  C9 1.101
27 H -3.250 -0.832 0.208  C9 1.099
28 H -5.786 -0.978 1.810  C10 1.098
29 H -6.019 -0.404 0.150  C10 1.101
30 H -6.361 -2.534 -0.286  C11 1.101
31 H -4.619 -2.542 -0.544  C11 1.098
32 H -5.058 -3.200 2.241  C12 1.101
33 H -6.312 -4.040 1.318  C12 1.102
34 H -4.674 -5.637 1.340  C13 1.097
35 H -4.400 -4.882 -0.236  C13 1.097
36 H -2.253 -5.145 0.602  C14 1.102
37 H -2.574 -3.443 0.897  C14 1.101
38 H -3.301 -4.272 3.331  C15 1.099
39 H -2.512 -5.780 2.833  C15 1.103
40 H -0.796 -4.812 3.921  C16 1.099
41 H -0.431 -4.287 2.266  C16 1.099
42 H -0.033 -2.529 3.904  C17 1.099
43 H -1.688 -2.685 4.546  C17 1.100
44 C 0.156 7.310 1.086  O45 1.445, H66 1.089, H67 1.100, H68 1.100
45 O 1.489 6.821 1.354  C44 1.445, C46 1.359
46 C 1.820 5.562 0.964  O45 1.359, C47 1.415, C65 1.416
47 C 0.964 4.717 0.218  C46 1.415, C48 1.383, H69 1.089
48 C 1.436 3.501 -0.241  C47 1.383, C49 1.407, H70 1.090
49 C 2.721 3.026 0.082  C48 1.407, C50 1.459, C64 1.418
50 C 3.200 1.754 -0.447  C49 1.459, C51 1.363, H71 1.089
51 C 3.343 1.521 -1.783  C50 1.363, S52 1.784, S61 1.786
52 S 4.193 0.117 -2.482  C51 1.784, O53 1.440, O54 1.454, C55 1.805
53 O 5.467 -0.021 -1.826  S52 1.440
54 O 3.272 -1.001 -2.613  S52 1.454
55 C 4.461 0.817 -4.124  S52 1.805, C56 1.380, C60 1.398
56 C 3.861 2.034 -4.375  C55 1.380, C57 1.397, S61 1.810
57 C 4.032 2.680 -5.602  C56 1.397, C58 1.399, H72 1.084
58 C 4.829 2.076 -6.580  C57 1.399, C59 1.398, H73 1.090
59 C 5.448 0.849 -6.322  C58 1.398, C60 1.397, H74 1.090
60 C 5.271 0.214 -5.090  C55 1.398, C59 1.397, H75 1.085
61 S 2.905 2.742 -3.011  C51 1.786, C56 1.810, O62 1.445, O63 1.446
62 O 1.505 2.639 -3.353  S61 1.445
63 O 3.517 4.003 -2.656  S61 1.446
64 C 3.526 3.845 0.914  C49 1.418, C65 1.377, H76 1.092
65 C 3.112 5.097 1.311  C46 1.416, C64 1.377, H77 1.089
66 H 0.141 8.280 1.581  C44 1.089
67 H -0.017 7.432 0.007  C44 1.100
68 H -0.614 6.653 1.517  C44 1.100
69 H -0.039 5.039 -0.060  C47 1.089
70 H 0.775 2.871 -0.836  C48 1.090
71 H 3.624 1.029 0.246  C50 1.089
72 H 3.543 3.633 -5.770  C57 1.084
73 H 4.962 2.569 -7.543  C58 1.090
74 H 6.073 0.378 -7.081  C59 1.090
75 H 5.746 -0.733 -4.859  C60 1.085
76 H 4.511 3.474 1.203  C64 1.092
77 H 3.763 5.776 1.859  C65 1.089


- net charge of number 4 (C30H37O8S2)?
  -1


- Which value of LUMO level does entry 2 give?
  0.44 eV


- LUMO level of number 1 (C13H33BrO9PS2)?
  1.89 eV


- Among the records above, which one has the highest largest force on an atom?
  C30H37O8S2